1.
The following is a DFT calculation (ωB97M-V with the def2-TZVPD basis set) of a structure of composition C16H22BrIO11S in a non-equilibrium geometry.

The LUMO energy comes out at -0.00048 Ha.

Geometry (Å):
1 O 4.1420 -1.5892 1.2819
2 C 4.3525 -1.8349 0.1728
3 I 6.4364 -1.8860 -0.4571
4 C 3.3055 -2.0955 -0.9047
5 C 2.0651 -2.8444 -0.4192
6 Br 2.1001 -4.8045 -0.5097
7 C 1.3800 -2.4197 0.8902
8 O -0.0414 -2.5477 0.6772
9 S -0.2118 -1.7521 -0.7358
10 O 0.0014 -0.4018 -0.3957
11 O -1.3305 -2.0860 -1.4974
12 O 1.0615 -2.4851 -1.4171
13 H 3.0563 -1.1693 -1.4318
14 H 3.7859 -2.7300 -1.6594
15 H 1.5641 -3.0930 1.7324
16 H 1.6595 -1.4432 1.2970
17 O 9.5363 -5.0412 -0.1145
18 C 9.4779 -4.7172 1.0340
19 O 8.9193 -3.5510 1.4517
20 C 9.1020 -3.4027 2.8697
21 C 9.3262 -4.8117 3.3929
22 C 10.0314 -5.4812 2.2193
23 H 9.9630 -2.7527 3.0425
24 H 8.2178 -2.9378 3.3014
25 H 9.8910 -4.8399 4.3234
26 H 8.3651 -5.2987 3.5689
27 H 11.1125 -5.3389 2.2566
28 H 9.7900 -6.5381 2.1466
29 O -5.1400 3.6382 -1.7606
30 C -4.2886 2.9972 -1.2140
31 O -2.9657 3.2510 -1.3477
32 C -2.2022 2.2430 -0.6587
33 C -3.1519 1.6589 0.3715
34 C -4.4993 1.7852 -0.3289
35 H -1.8712 1.4997 -1.3860
36 H -1.3277 2.7003 -0.2011
37 H -2.8969 0.6411 0.6619
38 H -3.1479 2.2761 1.2723
39 H -4.7151 0.9213 -0.9596
40 H -5.3108 1.9544 0.3741
41 O -11.1818 5.7802 -0.7494
42 C -10.0611 5.6866 -1.1569
43 O -9.0487 6.4923 -0.7470
44 C -7.8567 6.2001 -1.4994
45 C -8.0482 4.7871 -2.0174
46 C -9.5589 4.7178 -2.2090
47 H -7.7688 6.9314 -2.3065
48 H -6.9876 6.2869 -0.8510
49 H -7.4784 4.5799 -2.9200
50 H -7.7402 4.0699 -1.2567
51 H -9.8637 5.0766 -3.1936
52 H -9.9476 3.7184 -2.0324


2.
The following is a DFT calculation (ωB97M-V with the def2-TZVPD basis set) of a structure of composition C16H22BrN2O3PZn in a non-equilibrium geometry.

The charge is +2. The LUMO energy comes out at -0.41371 Ha.

Geometry (Å):
1 C -2.5889 -0.1073 2.1288
2 C -1.1496 -0.6551 2.5186
3 C -0.2873 -0.9867 1.2704
4 C -0.1428 -2.3767 0.8405
5 C -0.8120 -3.5904 1.5691
6 C -1.9890 -4.1097 0.6304
7 O -3.2698 -3.8906 1.2219
8 C 0.6900 -2.7039 -0.3720
9 C 0.9226 -4.1226 -0.8938
10 C 1.3328 -1.5483 -1.1072
11 C 1.1879 -0.1581 -0.6852
12 N 1.8487 0.8106 -1.4472
13 C 1.6924 2.0619 -0.9804
14 C 2.4366 3.1974 -1.7649
15 Br 3.8325 4.0582 -0.6317
16 C 1.4680 4.2431 -2.4701
17 C -0.0333 3.7755 -2.6062
18 C 0.8414 2.3522 0.2239
19 P 0.6893 4.1944 0.7432
20 O -0.9505 4.3130 1.1155
21 O 1.5586 4.4078 2.1641
22 N 0.1551 1.4375 1.0102
23 C 0.3886 0.1924 0.5130
24 H -2.8914 0.6686 2.8863
25 H -3.3353 -0.9497 2.1911
26 H -2.6457 0.3551 1.1097
27 H -1.2713 -1.5126 3.2237
28 H -0.5805 0.1408 3.0830
29 H -0.0567 -4.4198 1.6700
30 H -1.1800 -3.3588 2.5963
31 H -1.9753 -3.5601 -0.3611
32 H -1.8397 -5.2047 0.4081
33 H -3.9048 -4.4906 0.7924
34 H 0.2930 -4.2627 -1.8845
35 H 0.6064 -4.9083 -0.1506
36 H 2.0082 -4.2731 -1.1351
37 H 1.9375 -1.7670 -2.0243
38 H 3.0199 2.7013 -2.5912
39 H 1.8714 4.4299 -3.5015
40 H 1.5836 5.2149 -1.9080
41 H -0.1683 2.6875 -2.8315
42 H -0.6227 4.1306 -1.7162
43 H -0.4675 4.3361 -3.4856
44 H -1.0333 4.1914 2.0896
45 H 2.3568 3.8400 2.1067
46 Zn 0.4745 -4.7835 -3.5585


3.
The following is a DFT calculation (ωB97M-V with the def2-TZVPD basis set) of a structure of composition C16H22Cl2F3FeN3O4SeSi.

The energy relative to the best compared isomer or geometry (same formula, charge and spin) is 0.000 eV. The expectation value of S² is 1.152. The charge is -1. The LUMO energy (spin up / spin down) comes out at 0.07243 / 0.09270 Ha. As for the spin multiplicity: 2.

Geometry (Å):
1 Fe 0.0263 0.1623 0.4196
2 Cl -5.5751 -0.6784 -4.7397
3 C -4.4870 -0.3569 -3.4101
4 C -5.0109 -0.2100 -2.1213
5 C -4.1778 0.0391 -1.0633
6 Cl -4.8514 0.2300 0.5237
7 C -2.7566 0.1477 -1.2056
8 O -2.0066 0.3594 -0.2020
9 C -2.2825 0.0163 -2.5433
10 C -0.8734 0.2268 -2.8100
11 O -0.0328 0.4716 -1.9686
12 C -3.1406 -0.2358 -3.6198
13 H -6.0764 -0.2924 -1.9560
14 H -0.5706 0.1743 -3.8741
15 H -2.7275 -0.3271 -4.6175
16 N -0.0155 2.2502 0.4950
17 C 1.2048 2.7164 1.1610
18 C 1.5166 1.7614 2.2973
19 N 1.4769 0.3789 1.7763
20 H -0.1131 2.6366 -0.4364
21 H -0.8581 2.4492 1.0260
22 H 1.1164 3.7378 1.5423
23 H 2.0058 2.6920 0.4262
24 H 0.7669 1.8416 3.0828
25 H 2.4921 1.9897 2.7322
26 H 1.4229 -0.2851 2.5423
27 H 2.2993 0.1912 1.2020
28 Se -1.5967 -0.0490 2.3767
29 C -0.4978 -0.4550 3.7982
30 N 0.2232 -0.6719 4.6784
31 C 3.0776 -2.6160 0.0295
32 Si 1.3407 -2.7252 -0.6845
33 C 1.3435 -2.3153 -2.5114
34 C 0.8539 -4.5502 -0.5665
35 C 0.0968 -1.8035 0.3560
36 H 3.7273 -3.3657 -0.4291
37 H 3.0557 -2.8157 1.1054
38 H 3.5258 -1.6348 -0.1209
39 H 2.0473 -2.9707 -3.0324
40 H 1.6109 -1.2787 -2.7154
41 H 0.3503 -2.5001 -2.9328
42 H 1.5439 -5.1814 -1.1336
43 H -0.1519 -4.7098 -0.9631
44 H 0.8566 -4.8941 0.4707
45 H 0.1965 -2.1880 1.3778
46 H -0.9104 -2.0950 0.0322
47 F 4.6584 0.9057 0.2018
48 C 4.2813 1.4023 -0.9946
49 F 4.0776 2.7318 -0.7939
50 F 5.3327 1.2939 -1.8092
51 C 2.9756 0.7443 -1.5560
52 O 2.8737 0.7340 -2.7713
53 O 2.2032 0.3585 -0.6358


4.
The following is a DFT calculation (ωB97M-V with the def2-TZVPD basis set) of a structure of composition C16H22Cl2O2Pd in a non-equilibrium geometry.

The energy relative to the best compared isomer or geometry (same formula, charge and spin) is 1.871 eV. The expectation value of S² is 6.022. The charge is -2. The LUMO energy (spin up / spin down) comes out at 0.19312 / 0.15008 Ha. As for the spin multiplicity: 5.

Geometry (Å):
1 C 0.0964 -1.5885 -1.8732
2 C 0.9566 -0.4513 -2.0528
3 C 0.1310 0.7136 -2.1345
4 C 2.4020 -0.4194 -2.0707
5 C -1.2235 0.3029 -2.0392
6 C -1.2547 -1.1174 -1.9008
7 C -2.4719 -1.9270 -1.7454
8 C 0.5615 -2.9738 -1.6921
9 C 0.5868 2.1069 -2.2933
10 C -2.3808 1.2174 -2.0407
11 Pd -0.3161 -0.9491 1.3777
12 Cl 3.3207 1.3906 -0.2065
13 Cl 1.7435 -2.0159 1.3503
14 O -2.0518 0.0382 1.1369
15 H 2.8606 -1.3947 -1.9193
16 H 2.8141 0.3088 -1.1153
17 H 2.7921 0.0874 -2.9593
18 H 1.5077 2.2906 -1.7275
19 H -0.1835 2.8046 -1.9469
20 H 0.7908 2.3377 -3.3478
21 H -2.1042 2.1741 -1.5816
22 H -3.2182 0.7893 -1.4811
23 H -2.7174 1.4321 -3.0662
24 H -3.2782 -1.3114 -1.3340
25 H -2.2853 -2.7366 -1.0260
26 H -2.8203 -2.3399 -2.7066
27 H 1.5233 -2.9885 -1.1675
28 H 0.6766 -3.4794 -2.6654
29 H -0.1299 -3.5414 -1.0616
30 H -1.8905 0.9171 1.5311
31 O -1.3116 -2.5903 0.8440
32 H -2.1430 -2.4533 1.3509
33 C 1.0405 2.1547 4.6434
34 C 0.7858 0.8109 4.9532
35 C 0.5230 -0.0917 3.9205
36 C 0.4723 0.3935 2.6246
37 C 0.7687 1.6992 2.2695
38 C 1.0446 2.6050 3.3200
39 H 1.2276 2.8597 5.4565
40 H 0.7790 0.4649 5.9879
41 H 0.3279 -1.1484 4.0693
42 H 0.7920 1.9650 1.2179
43 H 1.2554 3.6538 3.1014


Number 1: calculated total energy -4720.41010 Ha. Number 2: calculated total energy -5651.97967 Ha. Number 3: calculated total energy -6262.89895 Ha. Number 4: calculated total energy -1821.42583 Ha.